The following is a DFT calculation (ωB97M-V/def2-TZVPD) of a cluster of 8 separate species, C10H32ClN7O14P in total at a distorted geometry.

HOMO energy (hartree): -0.119
Charge: -1

Geometry as XYZ:
```
65
C10H32ClN7O14P ωB97M-V/def2-TZVPD
C -0.961 2.671 -0.993
C -1.802 1.336 -1.438
C -3.234 1.125 -0.668
P -4.502 2.547 -1.068
Cl -3.049 0.831 1.175
H -0.012 2.719 -1.716
H -0.513 2.508 0.089
H -1.529 3.686 -1.126
H -1.126 0.384 -1.204
H -1.964 1.365 -2.596
H -3.702 0.116 -1.102
H -3.880 2.633 -2.380
H -5.492 1.595 -1.554
H -5.113 2.447 0.254
H -3.614 3.547 -0.504
H -5.440 3.599 -1.462
C 2.831 -0.140 -1.934
N 1.868 0.519 -2.856
O 1.703 1.737 -2.726
O 1.304 -0.205 -3.685
H 3.250 0.612 -1.263
H 2.282 -0.898 -1.370
H 3.616 -0.591 -2.545
C -1.558 -0.091 4.355
N -0.726 -1.121 5.034
O -0.878 -1.257 6.253
O 0.056 -1.763 4.323
H -2.196 0.394 5.097
H -0.880 0.633 3.898
H -2.162 -0.600 3.601
C 0.678 -4.823 3.053
N 1.200 -5.071 1.683
O 1.277 -4.100 0.921
O 1.520 -6.234 1.410
H 0.439 -3.762 3.153
H -0.218 -5.434 3.180
H 1.459 -5.110 3.761
C 0.267 -0.625 -6.385
N -0.322 -1.632 -7.308
O -0.089 -2.823 -7.069
O -1.001 -1.199 -8.247
H 0.836 -1.144 -5.611
H 0.920 0.021 -6.976
H -0.557 -0.060 -5.945
C -5.030 3.141 5.048
N -3.807 2.470 4.529
O -3.734 1.243 4.663
O -2.956 3.195 4.001
H -5.688 2.386 5.484
H -4.714 3.861 5.806
H -5.516 3.638 4.206
C 2.916 -0.270 5.330
N 4.043 0.341 4.576
O 3.939 0.392 3.344
O 5.000 0.753 5.241
H 2.147 -0.587 4.622
H 3.312 -1.128 5.877
H 2.524 0.489 6.010
C 5.994 -1.256 -5.898
N 4.898 -1.082 -4.907
O 5.076 -0.254 -4.006
O 3.890 -1.782 -5.062
H 6.813 -0.581 -5.641
H 6.321 -2.297 -5.849
H 5.589 -1.014 -6.883
```